1.
Formula: C4H8NO2
Source: OMol25
Level of theory: ωB97M-V/def2-TZVPD

Cartesian coordinates (Å):
O  -2.1755  -1.5283  0.8768
C  -1.2734  -0.6973  0.7494
O  3.6530  -0.1220  0.1849
H  -0.0323  1.9509  -0.6501
C  2.5204  0.3066  0.4961
H  -0.7748  -0.7990  -0.3926
N  -1.1041  0.3055  -0.2746
H  -0.4928  -0.7322  1.5243
H  2.2853  0.6210  1.5438
H  -2.8332  -1.3945  -1.3334
C  1.4337  0.5029  -0.3544
H  0.1497  1.5232  1.0218
H  1.5786  0.2126  -1.3909
C  0.1291  1.0867  0.0116
H  -3.0636  -1.2361  -2.0127

Forces on the atoms, in the same order (eV/Å):
0.1 0.7 -0.7
-1.8 0.6 3.5
0.2 -0.1 0.4
-0.2 0.1 0.2
-0.9 0.3 -0.6
1.4 1.6 -3.7
-0.2 -3.7 1.7
0.4 0.4 -0.1
0.3 -0.1 0.2
0.0 -0.1 0.2
0.4 -0.8 0.2
-0.2 -0.5 0.1
0.0 0.1 -0.1
0.7 1.4 -0.8
-0.1 0.0 -0.4

Properties
E_HOMO, eV: -2.77
Relative energy (zero: lowest compared OMol25 entry of this formula, charge and spin), eV: 5.113
Net charge: -1

2.
Formula: C4H8NO2
Source: OMol25
Level of theory: ωB97M-V/def2-TZVPD

Cartesian coordinates (Å):
C  -0.0895  0.1518  0.9820
H  -0.0425  -1.6103  -0.1143
H  -1.2245  -1.6585  1.1612
H  0.7390  0.3266  1.6992
O  2.1903  0.6350  -1.8671
C  -1.4579  0.9040  1.0659
C  0.1743  0.4579  -0.4965
H  -1.4965  1.9169  0.3592
O  -2.4850  0.4740  1.6068
C  1.4166  -0.3464  -1.2059
H  1.9763  -0.8767  -0.4855
H  0.8668  -1.0542  -1.9129
H  0.4586  1.5401  -0.7254
H  -0.7846  0.5226  -1.0317
N  -0.2416  -1.3829  0.9650

Forces on the atoms, in the same order (eV/Å):
-1.2 -1.4 -1.6
-0.8 0.2 3.3
0.8 0.4 -0.2
-0.8 0.7 -0.5
-1.0 -1.9 0.8
-1.3 0.4 0.7
2.2 2.0 -0.6
0.1 -2.1 1.9
2.2 1.0 -1.3
-1.3 3.7 -2.6
0.5 -1.0 1.2
0.7 0.0 0.4
0.3 -1.1 0.9
-0.1 -1.2 -0.2
-0.4 0.3 -2.2

Properties
Structure (SMILES): N[C@H](C=O)CC[O-]
E_HOMO, eV: -2.59
Relative energy (zero: lowest compared OMol25 entry of this formula, charge and spin), eV: 4.422
Net charge: -1

3.
Formula: C4H8NO2
Source: OMol25
Level of theory: ωB97M-V/def2-TZVPD

Cartesian coordinates (Å):
H  -0.3959  -1.8262  -0.9557
H  1.3816  -1.9709  -0.3234
O  0.3012  1.6002  -1.9041
O  1.6936  1.5930  0.3278
H  -2.4046  1.4313  -0.1184
H  -2.4065  -0.3558  -0.0098
H  0.0305  -1.9312  0.9351
C  0.3222  -0.0084  -0.0263
H  1.7227  0.0344  1.5798
C  -2.0736  0.5400  0.3662
C  0.9219  0.8913  -1.0925
C  0.2861  -1.5095  -0.0620
H  -2.3395  0.5208  1.5828
N  1.0104  0.5787  1.0132
H  1.9498  0.4122  -1.3129

Forces on the atoms, in the same order (eV/Å):
1.0 0.2 2.0
-2.3 1.2 0.5
0.7 -0.5 0.4
-0.4 1.0 0.0
0.0 0.5 -0.3
-1.1 -2.0 -1.2
-0.3 0.2 -0.9
-1.2 0.2 2.1
-1.4 0.3 -1.0
2.2 0.3 3.9
0.4 0.2 -1.0
0.9 -1.3 -2.0
1.0 0.3 -3.1
1.5 -0.8 1.1
-0.9 0.2 -0.5

Properties
E_HOMO (alpha / beta), eV: -2.53 / -2.54
Relative energy (zero: lowest compared OMol25 entry of this formula, charge and spin), eV: 7.647
Net charge: -1

4.
Formula: C4H8NO2
Source: OMol25
Level of theory: ωB97M-V/def2-TZVPD

Cartesian coordinates (Å):
O  0.6291  1.5134  -1.9663
H  1.2660  -0.2096  2.3080
C  1.1257  -0.0973  1.2333
H  0.4633  -2.0901  0.7865
C  -0.2917  1.5244  -1.1113
H  -0.7747  -0.9939  1.5012
H  2.1270  -0.3331  0.8602
C  -1.1525  0.2083  -1.0044
H  0.8012  0.9190  1.0230
H  -1.6313  -0.0449  -1.9642
N  -0.4122  -0.9833  -0.6109
O  -0.5795  2.4313  -0.2915
H  0.3804  -1.1347  -1.2197
H  -2.0010  0.3633  -0.3370
C  0.0503  -1.0728  0.7930

Forces on the atoms, in the same order (eV/Å):
-0.4 -0.2 0.2
-0.2 0.2 0.4
0.2 -0.1 0.5
-0.1 0.0 0.7
0.0 -0.1 0.0
-0.3 -0.2 -0.3
-0.3 0.2 -0.6
0.0 0.2 -0.5
0.4 0.1 -0.1
0.4 0.3 -0.1
-0.4 -0.2 0.9
0.0 -0.1 -0.2
0.0 0.3 -0.1
0.2 0.0 0.4
0.5 -0.5 -1.4

Properties
Structure (SMILES): CCNCC(=O)[O-]
E_HOMO, eV: -3.60
Relative energy (zero: lowest compared OMol25 entry of this formula, charge and spin), eV: 0.773
Net charge: -1

5.
Formula: C4H8NO2
Source: OMol25
Level of theory: ωB97M-V/def2-TZVPD

Cartesian coordinates (Å):
C  -1.9450  -0.8029  -0.0206
C  -0.5909  -0.3877  -0.2609
H  -0.5107  1.7685  1.4083
O  -2.7544  -0.3815  0.8443
C  1.9692  0.1269  -0.1415
H  1.8447  0.4002  -1.2150
N  -0.9748  0.2543  -1.4344
H  0.7640  -1.2021  1.1639
H  -0.7756  2.4683  1.3352
H  -1.2350  1.2292  -1.2677
H  0.9582  -1.7788  -0.4656
H  1.6479  1.0675  0.3956
C  0.7940  -0.8541  0.1263
O  3.2024  -0.3248  0.2146
H  -2.3942  -1.5830  -0.6824

Forces on the atoms, in the same order (eV/Å):
-0.8 -0.6 0.7
0.5 0.7 -0.4
-0.1 0.1 -0.1
0.1 0.2 0.2
-0.3 0.1 0.4
0.2 0.0 0.0
0.2 0.0 -0.2
0.2 0.2 0.2
0.1 -0.1 0.1
0.0 -0.1 0.0
0.4 0.0 0.0
0.2 -0.1 0.0
-0.9 -0.5 -0.4
-0.1 0.0 -0.1
0.5 0.1 -0.4

Properties
Spin multiplicity: 2
E_HOMO (alpha / beta), eV: 1.94 / 1.21
Relative energy (zero: lowest compared OMol25 entry of this formula, charge and spin), eV: 4.691
Net charge: -2

6.
Formula: C4H8NO2
Source: OMol25
Level of theory: ωB97M-V/def2-TZVPD

Cartesian coordinates (Å):
H  -1.2106  1.2378  1.4831
H  1.2636  -1.2802  -1.5941
H  0.9894  1.0771  -0.0010
H  -1.6502  0.1167  -0.5574
N  0.1675  -0.3837  1.2863
C  -0.5191  0.4030  -1.1283
O  -0.4028  1.4053  -1.7689
H  -1.1246  -0.0092  2.8313
H  2.4006  -1.2020  -0.1907
C  -1.0541  0.1875  1.7651
C  0.5519  0.0615  0.0191
O  -1.4204  -0.6027  -1.3641
H  -1.9244  -0.3236  1.3150
C  1.6387  -0.6796  -0.7643
H  2.2946  -0.0077  -1.3310

Forces on the atoms, in the same order (eV/Å):
0.3 0.2 0.3
-0.3 -0.6 0.5
-0.2 0.1 1.3
-3.2 -3.3 -0.7
0.0 -0.3 0.0
4.2 -0.2 -1.0
-0.3 0.1 -0.2
-0.1 0.4 0.1
-0.6 -0.5 0.5
-0.3 -0.4 -0.2
0.4 1.7 -2.4
-0.7 2.7 2.5
0.1 -0.3 0.1
1.1 -0.4 -0.9
-0.4 0.6 0.3

Properties
Spin multiplicity: 2
E_HOMO (alpha / beta), eV: -9.69 / -9.89
Relative energy (zero: lowest compared OMol25 entry of this formula, charge and spin), eV: 2.934

Copy entry 6 word for word.
Formula: C4H8NO2
Source: OMol25
Level of theory: ωB97M-V/def2-TZVPD

Cartesian coordinates (Å):
H  -1.2106  1.2378  1.4831
H  1.2636  -1.2802  -1.5941
H  0.9894  1.0771  -0.0010
H  -1.6502  0.1167  -0.5574
N  0.1675  -0.3837  1.2863
C  -0.5191  0.4030  -1.1283
O  -0.4028  1.4053  -1.7689
H  -1.1246  -0.0092  2.8313
H  2.4006  -1.2020  -0.1907
C  -1.0541  0.1875  1.7651
C  0.5519  0.0615  0.0191
O  -1.4204  -0.6027  -1.3641
H  -1.9244  -0.3236  1.3150
C  1.6387  -0.6796  -0.7643
H  2.2946  -0.0077  -1.3310

Forces on the atoms, in the same order (eV/Å):
0.3 0.2 0.3
-0.3 -0.6 0.5
-0.2 0.1 1.3
-3.2 -3.3 -0.7
0.0 -0.3 0.0
4.2 -0.2 -1.0
-0.3 0.1 -0.2
-0.1 0.4 0.1
-0.6 -0.5 0.5
-0.3 -0.4 -0.2
0.4 1.7 -2.4
-0.7 2.7 2.5
0.1 -0.3 0.1
1.1 -0.4 -0.9
-0.4 0.6 0.3

Properties
Spin multiplicity: 2
E_HOMO (alpha / beta), eV: -9.69 / -9.89
Relative energy (zero: lowest compared OMol25 entry of this formula, charge and spin), eV: 2.934